C5H20ClO5 | ωB97M-V/def2-TZVPD

The calculation puts the relative energy (zero: lowest compared OMol25 entry of this formula, charge and spin) at 64.89 kcal per mole. Its net charge is -1. The value obtained for the orbital gap is 6.6 eV. The value obtained for the largest force on an atom is 0.041 hartree/bohr. As for the lowest unoccupied orbital energy: 2.70 eV. The electronic energy comes out at -1038.84028 Ha.

```
31
C5H20ClO5 ωB97M-V/def2-TZVPD
Cl 1.039 1.297 1.190
C -2.241 5.341 -4.228
O -1.535 5.242 -3.030
H -3.230 4.908 -4.078
H -2.307 6.402 -4.471
H -1.780 4.836 -5.077
H -1.819 4.479 -2.521
C -2.933 0.711 6.896
O -1.860 1.571 6.690
H -3.399 0.996 7.839
H -3.653 0.653 6.080
H -2.629 -0.334 6.959
H -1.308 1.269 5.966
C -4.265 -1.474 -0.487
O -3.594 -1.894 0.666
H -5.274 -1.872 -0.385
H -4.388 -0.392 -0.514
H -3.791 -2.002 -1.315
H -2.775 -1.395 0.712
C 2.191 -2.490 -4.402
O 1.479 -1.301 -4.253
H 2.190 -3.133 -3.522
H 1.987 -3.026 -5.329
H 3.218 -2.165 -4.570
H 1.474 -0.962 -3.355
C 6.747 -2.785 1.341
O 6.540 -1.580 1.970
H 7.721 -3.248 1.496
H 6.054 -3.568 1.649
H 6.526 -2.692 0.278
H 5.613 -1.392 1.808
```